Entry 1:
Here is a molecular structure, C14H32CeN4OP2S from the Open Molecules 2025 dataset. Energies are from the ωB97M-V functional and the def2-TZVPD basis.

The geometry in ORCA input format:
```
! RIJCOSX wB97M-V def2-TZVPD def2/J DEFGRID3
* xyz 2 3
Ce 0.01200 -0.02950 -0.26086
S -0.07456 -0.00429 2.18936
P 2.00976 -1.68655 0.54209
P 0.92936 2.40673 0.29474
O 1.28580 0.53770 -1.83966
N -1.24551 0.01607 4.43253
N -1.80803 1.03699 -0.81604
N -1.03283 -1.84861 -0.78928
N 1.17977 0.13530 4.45419
C -0.31433 -2.97977 -0.69888
C 1.01646 1.28696 -3.97385
C -1.36944 0.46481 5.83014
C 1.40757 -1.19721 -3.39582
C 1.51431 -0.73772 5.60284
C -2.45422 -0.07321 3.57825
C 0.99179 -3.02908 -0.08215
C -0.03417 0.05057 3.82686
C -1.67176 2.23469 -1.22507
C -2.82352 -0.04519 -0.99446
C -2.24161 -1.42879 -1.52034
C -0.38810 3.06125 -0.92743
C 0.70518 0.11097 -3.05750
C 2.36734 0.72414 3.77825
H -0.79126 1.39964 5.95306
H 1.69811 -0.01804 6.41913
H -0.40920 -0.05945 -3.04311
H 3.19006 0.01021 3.56397
H 1.20748 -1.98428 -2.65210
H 2.13173 1.24860 2.85236
H 2.07680 1.54144 -3.80382
H 2.39833 -1.70627 1.94417
H -3.33549 0.03994 4.24818
H -0.82736 -3.88998 -1.07319
H 0.65042 -1.37357 5.79461
H 1.45684 -4.00996 0.05240
H -2.45964 0.61953 5.99049
H 0.17550 3.27313 -1.86502
H 3.05523 -1.16866 -0.36801
H -0.96136 -0.36593 6.42839
H 0.80959 3.10531 1.57104
H 2.26151 2.54072 -0.31475
H -0.68321 3.98398 -0.38612
H 0.82518 0.99754 -5.00690
H -2.97933 -2.21691 -1.30094
H -2.50874 2.72683 -1.78452
H -3.54913 0.34724 -1.72496
H 2.48982 -0.99144 -3.37350
H -2.53451 -1.05244 3.09609
H -2.55328 0.69687 2.79566
H -2.02443 -1.32639 -2.61752
H 0.40489 2.14905 -3.66813
H 2.77372 1.46603 4.48944
H 1.08570 -1.53998 -4.37995
H 2.42956 -1.34191 5.40083
H -3.26228 -0.22043 0.02060
*
```

Output
* E_tot: -65364.84288 eV
* relative energy (zero: lowest compared OMol25 entry of this formula, charge and spin): 1.669 eV
* gap between HOMO and LUMO (alpha / beta): 6.809 / 5.289 eV
* ⟨S²⟩: 2.0256

Entry 2:
Here is a molecular structure, C16H19F6IN2PRu from the Open Molecules 2025 dataset. Energies are from the ωB97M-V functional and the def2-TZVPD basis.

The geometry in ORCA input format:
```
! RIJCOSX wB97M-V def2-TZVPD def2/J DEFGRID3
* xyz 2 2
I 2.61879 -0.42173 -2.52860
Ru 0.18276 0.37044 -1.59112
P -2.28603 -0.06896 -3.35931
F -2.38900 -0.49318 -4.83030
F -3.75401 -0.07702 -2.90330
F -2.23674 1.47102 -3.63325
F -1.80017 0.42910 -1.61220
F -1.97627 -1.51646 -2.82513
F -0.44323 0.05825 -3.53077
N 0.04932 0.22522 0.48953
N -0.06501 2.30253 -1.11410
C -0.22545 -1.84886 3.49413
C -1.03524 3.80029 0.33467
C 0.05716 -0.88725 1.30275
C -0.54820 2.46220 0.19203
C -0.47593 1.37175 1.00002
C -0.83654 4.41130 -0.86431
C 1.23979 -3.38750 -0.95775
C -0.24911 3.44366 -1.74613
C 0.01996 -2.49311 -0.73928
C 0.16807 -0.76774 2.74029
C 1.65579 1.39500 -2.59081
C -0.60273 -3.20404 1.52983
C -0.18287 -2.17838 0.71944
C -0.66967 -3.03695 2.91150
C 2.17026 0.82047 2.87726
C 0.82537 0.39049 3.47032
H -0.86897 -2.90025 -1.21367
H 2.55789 1.68253 3.41704
H -1.06680 5.42896 -1.13390
H 0.99581 0.03855 4.48689
H 2.18494 2.12214 -1.99090
H -0.16273 -1.78329 4.57226
H -0.86935 -4.15690 1.09045
H -1.00393 -3.85236 3.53919
H -0.90015 1.37985 1.99079
H -1.44275 4.22707 1.23703
H 0.24991 -1.53296 -1.24784
H 1.33122 1.71835 -3.57420
H 2.89950 0.01551 2.96593
H 1.15668 -4.27779 -0.33509
H 1.29750 -3.72025 -1.99348
H 2.10524 1.09589 1.82358
H 0.16209 1.24816 3.59479
H -0.00167 3.57885 -2.78924
H 2.16448 -2.88260 -0.67499
*
```

Output
* E_tot: -56143.18334 eV
* relative energy (zero: lowest compared OMol25 entry of this formula, charge and spin): 0.131 eV
* gap between HOMO and LUMO (alpha / beta): 6.497 / 6.067 eV
* ⟨S²⟩: 0.8165

Entry 3:
Here is a molecular structure, C16H29ClIN2OP2RuSe from the Open Molecules 2025 dataset. Energies are from the ωB97M-V functional and the def2-TZVPD basis.

The geometry in ORCA input format:
```
! RIJCOSX wB97M-V def2-TZVPD def2/J DEFGRID3
* xyz 2 6
I 0.12500 0.13655 -5.32759
Ru 0.15883 -0.37583 -0.73495
Se 0.12557 -2.11818 0.82334
Cl 0.13414 -1.74921 -2.64674
P -2.04716 -0.07509 -0.82337
P 2.38401 -0.11143 -0.83931
O 0.14027 2.72176 -6.73458
N -0.43828 -2.03945 3.65297
N -0.06067 -0.04206 2.86692
C -0.17703 1.16432 5.17220
C -0.76093 -1.48389 6.06625
C -0.13826 -1.35068 2.51713
C 0.17779 1.03580 1.91324
C -0.22127 0.08943 4.27159
C 0.13238 1.54275 -6.99224
C 3.25532 -1.65569 -0.38498
C -2.97267 -1.58931 -0.37554
C -0.43114 0.87190 6.52970
C 2.91995 0.24122 -2.53616
C -0.48991 -1.18088 4.74182
C 0.12713 0.87506 -8.33759
C -2.62532 0.28540 -2.50507
C -2.83478 1.21382 0.19391
C -0.73226 -0.42926 6.98985
C 3.22265 1.16750 0.14925
H 2.93983 1.06907 1.20588
H -2.32036 1.30364 -2.77563
H -2.53466 2.19967 -0.18760
H 4.31364 1.05265 0.04693
H -0.94371 -0.62070 8.04745
H -2.14380 -0.41696 -3.19620
H -0.98644 -2.51543 6.31473
H 2.41651 -0.45615 -3.21872
H -0.55795 1.82530 2.10668
H -3.93091 1.13312 0.13717
H 1.01539 0.24963 -8.45645
H -2.82847 -1.80571 0.69126
H -4.04423 -1.46514 -0.58014
H 2.86277 -2.47523 -1.00166
H 0.12936 1.64146 -9.12183
H 1.19374 1.40456 2.00304
H 3.06851 -1.86965 0.67790
H 0.05193 2.16771 4.78592
H -2.58420 -2.42557 -0.96947
H -0.40621 1.66926 7.27523
H 2.61836 1.26438 -2.79778
H 0.01638 0.63994 0.85401
H 2.92276 2.15597 -0.22945
H -0.76697 0.25769 -8.45437
H -3.71862 0.19262 -2.58575
H 4.01200 0.13835 -2.62415
H 4.33296 -1.53586 -0.56074
H -0.57307 -3.04550 3.71960
H -2.52787 1.12231 1.24406
*
```

Output
* E_tot: -129203.68316 eV
* gap between HOMO and LUMO (alpha / beta): 7.908 / 4.779 eV
* ⟨S²⟩: 8.7732

Entry 4:
Here is a molecular structure, C13H17CuIN2 from the Open Molecules 2025 dataset. Energies are from the ωB97M-V functional and the def2-TZVPD basis.

The geometry in ORCA input format:
```
! RIJCOSX wB97M-V def2-TZVPD def2/J DEFGRID3
* xyz 0 2
I 2.70931 1.15628 0.63424
Cu 1.00637 -0.55812 -0.10204
N -0.24952 0.03902 1.65479
N -0.39405 0.84966 -0.94113
C 0.58202 -2.42465 0.38366
C -1.21737 0.91845 1.34395
C 0.02507 -0.26394 2.92359
C -1.08226 2.41682 -2.63174
C -2.07741 2.48353 -0.44533
C 2.82074 -0.59076 -2.50428
C 2.14058 -1.94674 -2.31956
C -0.85524 0.07920 3.96224
C -2.02985 2.95326 -1.75960
C -0.27197 1.36406 -2.17504
C -1.94378 0.90039 3.64830
C -1.25554 1.40744 -0.04779
C -2.07989 1.38702 2.34934
H 0.34557 -2.94048 -0.56469
H -2.68010 1.16002 4.40666
H 3.81947 -0.68800 -2.94634
H 0.96309 -0.78410 3.13547
H 2.23335 0.05455 -3.16538
H -0.25933 -2.46934 1.09349
H -0.65672 -0.28660 4.96848
H 0.50987 0.94577 -2.81020
H -2.75253 2.93548 0.28761
H 2.41424 -2.37800 -1.35430
H 1.44540 -2.86950 0.91344
H 2.46402 -2.64496 -3.10418
H -2.71220 3.74343 -2.08521
H 1.04968 -1.86270 -2.39448
H -2.81943 2.13245 2.08782
H 2.98564 -0.03805 -1.56455
H -0.96916 2.78452 -3.64738
*
```

Output
* E_tot: -69476.66326 eV
* relative energy (zero: lowest compared OMol25 entry of this formula, charge and spin): 0.305 eV
* gap between HOMO and LUMO (alpha / beta): 7.124 / 6.893 eV
* ⟨S²⟩: 0.7533

Entry 5:
Here is a gas-phase ion, C5H16N2 (charge +2) from the Open Molecules 2025 dataset. Energies are from the ωB97M-V functional and the def2-TZVPD basis.

The geometry in ORCA input format:
```
! RIJCOSX wB97M-V def2-TZVPD def2/J DEFGRID3
* xyz 2 1
N 3.43849 0.04746 -1.43051
N -3.41581 0.40330 0.85207
C 1.27989 -0.11447 0.11583
C -1.08862 -0.35224 1.21351
C 1.94990 -0.33030 -1.27812
C -0.08325 -0.82073 0.12286
C -1.83685 0.87833 0.67054
H -3.52363 -0.52767 0.65449
H 0.02001 -1.97708 0.12857
H -3.70544 0.50252 1.85196
H -1.85295 1.79021 1.26076
H 1.17076 0.93080 0.20001
H -0.58972 -0.75797 -0.79866
H 1.99325 -0.41459 0.95604
H -4.05095 0.94128 0.26004
H 3.70209 0.90340 -0.77187
H 1.51286 0.29106 -1.98190
H -1.90157 -0.90033 1.38776
H 3.69802 0.41295 -2.31880
H 1.85046 -1.30637 -1.74026
H -2.00498 1.10055 -0.35632
H -0.67051 0.00147 2.08215
H 4.10856 -0.70159 -1.08016
*
```

Output
* E_tot: -8407.15273 eV
* relative energy (zero: lowest compared OMol25 entry of this formula, charge and spin): 1.896 eV
* gap between HOMO and LUMO: 12.752 eV

Entry 6:
Here is a molecular structure, C22H38Br2ClIrN2O9SSi from the Open Molecules 2025 dataset. Energies are from the ωB97M-V functional and the def2-TZVPD basis.

The geometry in ORCA input format:
```
! RIJCOSX wB97M-V def2-TZVPD def2/J DEFGRID3
* xyz 1 6
Ir -0.83101 1.22934 -1.14447
Br -1.80814 3.40033 -2.95047
Br 1.23020 4.31538 -3.51957
Cl -3.89346 5.17693 0.77320
S -2.12894 -0.67352 -1.14401
Si -0.30729 -1.83891 -0.96573
O 0.26224 1.83293 5.82168
O 0.75745 -0.61940 -0.60607
O -2.52543 2.18667 2.00503
O 0.26091 3.10366 -0.28208
O -0.46254 1.51966 1.04091
O -2.95994 2.36186 -0.20789
O -0.40917 -3.00392 0.13007
O 0.15967 -2.38351 -2.41510
O 1.43591 3.42990 6.67391
N 0.91668 2.85206 5.74542
N 0.34397 0.90761 -3.09080
C -1.00627 -2.60767 -4.47897
C -4.25394 3.58450 1.43510
C 2.53942 -2.00320 0.33363
C -3.15197 2.61019 0.96693
C -0.83631 -1.76500 2.19817
C -0.45494 4.76806 -2.72106
C 2.21530 -0.69959 -0.37979
C -1.00520 -3.08708 1.46195
C -2.47189 -3.44728 1.29091
C 1.52074 4.45303 1.88331
C 1.89578 4.55740 4.25471
C 0.15507 2.62575 0.88017
C 1.12691 3.41550 4.39353
C 2.92848 -0.64724 -1.72299
C 0.75013 3.30596 2.05283
C 2.09153 5.07607 2.98336
C -0.24901 -4.20178 2.16640
C 0.75187 -4.25445 -3.75667
C -0.40922 -3.38136 -3.31335
C -1.47251 -4.20724 -2.60711
C 0.54792 2.77401 3.32040
C 2.58165 0.49561 0.47659
H -1.22272 -1.86125 3.21290
H -1.89590 -4.92353 -3.31056
H -3.01364 -2.66472 0.75918
H -1.05048 -4.75584 -1.76669
H 2.27986 -2.86930 -0.27563
H -2.28876 -3.57836 -2.24507
H 0.40828 -5.00472 -4.46816
H -2.93580 -3.57604 2.26916
H 3.60937 -2.04143 0.53559
H 1.19184 -4.76537 -2.90061
H 2.82392 0.33128 -2.19146
H 3.99450 -0.81065 -1.56435
H -1.81865 -1.96428 -4.13491
H 2.32700 5.01822 5.13117
H -0.31145 4.87874 -1.65482
H 3.65764 0.49678 0.65140
H 2.00785 -2.07354 1.28079
H 2.69199 5.96485 2.85360
H -0.26103 1.07910 -3.88728
H 0.80821 -3.95387 2.25300
H 1.67196 4.84482 0.88714
H -2.57028 -4.38100 0.73742
H 2.31870 1.42668 -0.02853
H -4.32053 3.65064 2.51616
H 2.56075 -1.42109 -2.39604
H -1.38135 -0.95483 1.71057
H 1.52208 -3.65080 -4.23694
H -0.24066 -1.99256 -4.95439
H -0.04446 1.88345 3.46563
H 0.63905 -0.06674 -3.10727
H -0.84348 5.65559 -3.20454
H -1.40460 -3.29156 -5.22778
H 0.21420 -1.47894 2.26151
H 2.06994 0.45232 1.43731
H 1.14892 1.52018 -3.17817
H -0.34223 -5.13294 1.60903
H -5.18292 3.20366 1.01225
H -0.65177 -4.35422 3.16733
*
```

Output
* E_tot: -218991.83929 eV
* relative energy (zero: lowest compared OMol25 entry of this formula, charge and spin): 0.809 eV
* gap between HOMO and LUMO (alpha / beta): 8.350 / 6.485 eV
* ⟨S²⟩: 8.7673

Question: Which value of E_tot does entry 6 give?
Answer: -218991.83929 eV

Repeat the fifth record exactly.
Here is a gas-phase ion, C5H16N2 (charge +2) from the Open Molecules 2025 dataset. Energies are from the ωB97M-V functional and the def2-TZVPD basis.

The geometry in ORCA input format:
```
! RIJCOSX wB97M-V def2-TZVPD def2/J DEFGRID3
* xyz 2 1
N 3.43849 0.04746 -1.43051
N -3.41581 0.40330 0.85207
C 1.27989 -0.11447 0.11583
C -1.08862 -0.35224 1.21351
C 1.94990 -0.33030 -1.27812
C -0.08325 -0.82073 0.12286
C -1.83685 0.87833 0.67054
H -3.52363 -0.52767 0.65449
H 0.02001 -1.97708 0.12857
H -3.70544 0.50252 1.85196
H -1.85295 1.79021 1.26076
H 1.17076 0.93080 0.20001
H -0.58972 -0.75797 -0.79866
H 1.99325 -0.41459 0.95604
H -4.05095 0.94128 0.26004
H 3.70209 0.90340 -0.77187
H 1.51286 0.29106 -1.98190
H -1.90157 -0.90033 1.38776
H 3.69802 0.41295 -2.31880
H 1.85046 -1.30637 -1.74026
H -2.00498 1.10055 -0.35632
H -0.67051 0.00147 2.08215
H 4.10856 -0.70159 -1.08016
*
```

Output
* E_tot: -8407.15273 eV
* relative energy (zero: lowest compared OMol25 entry of this formula, charge and spin): 1.896 eV
* gap between HOMO and LUMO: 12.752 eV

Please write out number 3 again, unchanged.
Here is a molecular structure, C16H29ClIN2OP2RuSe from the Open Molecules 2025 dataset. Energies are from the ωB97M-V functional and the def2-TZVPD basis.

The geometry in ORCA input format:
```
! RIJCOSX wB97M-V def2-TZVPD def2/J DEFGRID3
* xyz 2 6
I 0.12500 0.13655 -5.32759
Ru 0.15883 -0.37583 -0.73495
Se 0.12557 -2.11818 0.82334
Cl 0.13414 -1.74921 -2.64674
P -2.04716 -0.07509 -0.82337
P 2.38401 -0.11143 -0.83931
O 0.14027 2.72176 -6.73458
N -0.43828 -2.03945 3.65297
N -0.06067 -0.04206 2.86692
C -0.17703 1.16432 5.17220
C -0.76093 -1.48389 6.06625
C -0.13826 -1.35068 2.51713
C 0.17779 1.03580 1.91324
C -0.22127 0.08943 4.27159
C 0.13238 1.54275 -6.99224
C 3.25532 -1.65569 -0.38498
C -2.97267 -1.58931 -0.37554
C -0.43114 0.87190 6.52970
C 2.91995 0.24122 -2.53616
C -0.48991 -1.18088 4.74182
C 0.12713 0.87506 -8.33759
C -2.62532 0.28540 -2.50507
C -2.83478 1.21382 0.19391
C -0.73226 -0.42926 6.98985
C 3.22265 1.16750 0.14925
H 2.93983 1.06907 1.20588
H -2.32036 1.30364 -2.77563
H -2.53466 2.19967 -0.18760
H 4.31364 1.05265 0.04693
H -0.94371 -0.62070 8.04745
H -2.14380 -0.41696 -3.19620
H -0.98644 -2.51543 6.31473
H 2.41651 -0.45615 -3.21872
H -0.55795 1.82530 2.10668
H -3.93091 1.13312 0.13717
H 1.01539 0.24963 -8.45645
H -2.82847 -1.80571 0.69126
H -4.04423 -1.46514 -0.58014
H 2.86277 -2.47523 -1.00166
H 0.12936 1.64146 -9.12183
H 1.19374 1.40456 2.00304
H 3.06851 -1.86965 0.67790
H 0.05193 2.16771 4.78592
H -2.58420 -2.42557 -0.96947
H -0.40621 1.66926 7.27523
H 2.61836 1.26438 -2.79778
H 0.01638 0.63994 0.85401
H 2.92276 2.15597 -0.22945
H -0.76697 0.25769 -8.45437
H -3.71862 0.19262 -2.58575
H 4.01200 0.13835 -2.62415
H 4.33296 -1.53586 -0.56074
H -0.57307 -3.04550 3.71960
H -2.52787 1.12231 1.24406
*
```

Output
* E_tot: -129203.68316 eV
* gap between HOMO and LUMO (alpha / beta): 7.908 / 4.779 eV
* ⟨S²⟩: 8.7732

Question: Which of these has the lowest E_tot?
Answer: C22H38Br2ClIrN2O9SSi